(one)
The following is a DFT calculation (the ωB97M-V functional and the def2-TZVPD basis) of a cluster of 2 separate species, C3H6OS2 in total.

Summary:
total charge = 0
HOMO-LUMO gap = 5.009 eV

Element x y z (Å)
1 C 0.00113 0.88834 -0.83490
2 C 0.43816 1.54453 0.52053
3 O 0.93408 2.68882 0.54201
4 C -0.08247 -0.60423 -0.49083
5 S -1.75556 -1.12958 -0.95468
6 S 0.48725 -2.53004 1.64642
7 H -0.93519 1.30952 -1.10198
8 H 0.67843 1.21713 -1.63891
9 H 0.28625 1.03216 1.50557
10 H 0.44548 -1.38019 -0.98982
11 H 0.15620 -0.75086 0.66887
12 H -0.65377 -2.28562 1.12771



(two)
The following is a DFT calculation (the ωB97M-V functional and the def2-TZVPD basis) of the molecule C3H6OS2.

Summary:
total charge = 0
structure (SMILES) = O=C[C@@H](S)CS
HOMO-LUMO gap = 9.580 eV

Element x y z (Å)
1 O 2.08061 -1.19803 -0.60228
2 C 1.81919 -0.62730 0.40352
3 C 0.41972 -0.04384 0.67504
4 S 0.55973 1.57968 -0.17309
5 C -0.50184 -0.99307 -0.02689
6 S -2.22367 -0.33318 -0.01848
7 H 2.66454 -0.22063 1.05833
8 H 0.22514 0.10787 1.74127
9 H -0.59178 2.09291 0.15689
10 H -0.22389 -1.09544 -1.04409
11 H -0.46445 -1.96453 0.42970
12 H -2.05371 0.70523 -0.76873



(three)
The following is a DFT calculation (the ωB97M-V functional and the def2-TZVPD basis) of the molecule C3H6OS2.

Summary:
total charge = 0
structure (SMILES) = CSCSC=O
HOMO-LUMO gap = 9.100 eV

Element x y z (Å)
1 C -1.98853 -0.24213 1.63750
2 S -0.57952 0.86321 1.24474
3 C 0.85509 -0.22636 0.61498
4 S 0.15101 -1.12854 -0.74774
5 C 0.76423 0.05135 -1.96151
6 O 1.60679 0.97927 -1.75438
7 H -2.86767 0.49589 1.83087
8 H -1.85795 -0.71400 2.70545
9 H -2.30714 -1.05642 0.83949
10 H 1.84834 0.52876 0.44407
11 H 1.27482 -0.66406 1.54160
12 H 0.12683 0.32378 -3.02424



(four)
The following is a DFT calculation (the ωB97M-V functional and the def2-TZVPD basis) of a structure of composition C3H6OS2.

Summary:
total charge = 0
HOMO-LUMO gap = 8.380 eV

Element x y z (Å)
1 C -0.85745 0.39434 -0.14881
2 C 0.20160 1.48756 -0.20024
3 C 1.19996 -1.36852 0.26166
4 O -3.18350 -0.51012 -0.05911
5 S -2.45838 0.79742 -0.09424
6 S -0.59041 -1.29431 -0.10856
7 H 0.85271 1.26607 -0.99856
8 H -0.38768 2.40560 -0.15670
9 H 0.94049 1.49811 0.70677
10 H 1.36942 -2.51035 0.18960
11 H 1.19684 -1.13873 1.26170
12 H 1.71640 -1.02709 -0.65351



Which structure is the most stable? The one labeled (two).



(one)
The following is a DFT calculation (the ωB97M-V functional and the def2-TZVPD basis) of the molecule C3H6OS2.

Summary:
total charge = 0
structure (SMILES) = C1OCSCS1
HOMO-LUMO gap = 9.449 eV

Element x y z (Å)
1 C -0.98266 0.91348 -0.48152
2 O 0.05873 1.23872 0.38120
3 C 1.26825 0.58406 0.01764
4 S 1.19976 -1.12336 -0.45498
5 C -0.28058 -1.52123 0.47158
6 S -1.75608 -0.72881 -0.21572
7 H -0.64977 1.00444 -1.52234
8 H -1.70859 1.70043 -0.32014
9 H 1.85708 0.66633 0.90779
10 H 1.76670 1.09065 -0.77395
11 H -0.25815 -1.22220 1.53106
12 H -0.51470 -2.60252 0.45938



(two)
The following is a DFT calculation (the ωB97M-V functional and the def2-TZVPD basis) of the molecule C3H6OS2.

Summary:
total charge = 0
structure (SMILES) = OCCSC=S
HOMO-LUMO gap = 8.485 eV

Element x y z (Å)
1 O 1.41373 -1.70552 0.10535
2 C 0.23557 -1.14123 0.65621
3 C -0.34182 -0.41428 -0.55888
4 S 0.63095 1.03008 -0.95015
5 C -0.37248 2.32291 -0.39936
6 S 0.10372 3.88606 -0.13883
7 H 1.78854 -2.31293 0.80312
8 H 0.33477 -0.50766 1.57367
9 H -0.53241 -1.92750 0.98431
10 H -0.46452 -1.04330 -1.43711
11 H -1.40271 -0.11580 -0.39586
12 H -1.39334 1.92918 -0.24246



(three)
The following is a DFT calculation (the ωB97M-V functional and the def2-TZVPD basis) of a structure of composition C3H6OS2.

Summary:
total charge = 0
HOMO-LUMO gap (alpha / beta) = 6.070 / 6.065 eV

Element x y z (Å)
1 C -2.24266 -0.57266 -0.38394
2 C -3.16437 -0.46468 0.75137
3 C 3.11694 0.79543 -0.66967
4 O 0.94144 -0.46773 0.35758
5 S -0.80624 -0.47720 -0.92205
6 S 2.49403 -0.71308 0.08565
7 H -4.20970 0.06345 0.55335
8 H -3.34017 -1.60228 0.94833
9 H -2.54016 -0.10182 1.64888
10 H 4.22715 0.86068 -0.86205
11 H 2.77128 1.54368 0.10921
12 H 2.75248 1.13622 -1.61666



Which structure is the most stable? The one labeled (one).



(one)
The following is a DFT calculation (the ωB97M-V functional and the def2-TZVPD basis) of the molecule C11H12O2.

Summary:
total charge = 0
structure (SMILES) = CO/C=C1/C=CC=C[C@@H]1C=C=CO
HOMO-LUMO gap = 8.207 eV

Element x y z (Å)
1 C 2.08557 -2.12047 -0.25157
2 O 1.24047 -1.33118 0.55934
3 C -0.09597 -1.52380 0.33956
4 C -1.03243 -0.56868 0.29929
5 C -2.38614 -0.95696 -0.00084
6 C -3.36767 -0.05205 -0.14085
7 C -3.09976 1.34889 0.06836
8 C -1.87444 1.78937 0.36452
9 C -0.68099 0.89278 0.47892
10 C 0.37173 1.22549 -0.57475
11 C 1.63391 1.40683 -0.32538
12 C 2.88462 1.60784 -0.01143
13 O 3.84471 0.66270 0.19149
14 H 3.04398 -2.22330 0.25949
15 H 2.23710 -1.64239 -1.22935
16 H 1.66752 -3.11848 -0.41650
17 H -0.37015 -2.56072 0.14556
18 H -2.57325 -2.01188 -0.15006
19 H -4.37016 -0.35115 -0.40747
20 H -3.93391 2.03352 -0.00056
21 H -1.68864 2.83810 0.54121
22 H -0.22021 1.03547 1.46439
23 H -0.00102 1.20426 -1.59279
24 H 3.27552 2.60996 0.12087
25 H 3.40962 -0.19413 0.26854



(two)
The following is a DFT calculation (the ωB97M-V functional and the def2-TZVPD basis) of the molecule C11H12O2.

Summary:
total charge = 0
structure (SMILES) = CCCC#CC#C/C=C/C(=O)OC
HOMO-LUMO gap = 8.657 eV

Element x y z (Å)
1 C 5.47078 3.24020 -0.42123
2 C 4.00999 2.78876 -0.59159
3 C 3.72306 1.63504 0.33177
4 C 2.34005 1.20763 0.33897
5 C 1.15940 0.92619 0.41134
6 C -0.14124 0.33004 0.51632
7 C -1.15567 -0.33187 0.56761
8 C -2.33594 -1.18736 0.75484
9 C -2.70200 -1.93996 -0.30488
10 C -3.92467 -2.69328 -0.36621
11 O -4.08984 -3.11864 -1.50034
12 O -4.78308 -2.95534 0.68963
13 C -6.09347 -3.41471 0.26342
14 H 5.65609 4.29069 -0.95111
15 H 6.15828 2.40016 -0.76241
16 H 5.71188 3.50512 0.65127
17 H 3.37207 3.61976 -0.30677
18 H 3.71639 2.56614 -1.60868
19 H 4.04499 1.90229 1.26708
20 H 4.31618 0.80995 0.02283
21 H -2.88360 -0.95385 1.66270
22 H -2.07952 -2.08977 -1.09742
23 H -6.56945 -2.78395 -0.56035
24 H -6.67746 -3.32837 1.14950
25 H -6.24321 -4.42489 -0.15627



Which structure is the most stable? The one labeled (one).



(one)
The following is a DFT calculation (the ωB97M-V functional and the def2-TZVPD basis) of the ion C5H10N with charge +1.

Summary:
total charge = +1
HOMO-LUMO gap (alpha / beta) = 7.489 / 8.045 eV

Element x y z (Å)
1 C -0.12102 -1.13937 -1.03277
2 C -1.18818 0.77282 -0.17234
3 C 1.14994 0.66634 0.06648
4 C -2.12544 0.20866 0.80008
5 C 2.30483 0.08338 0.69724
6 N 0.00436 0.09440 -0.52055
7 H 0.58372 -1.96564 -0.94322
8 H -1.00646 -1.42969 -1.59940
9 H -1.34881 1.74503 -0.55563
10 H 0.98200 1.79736 0.01396
11 H -1.73105 -0.52250 1.45289
12 H -3.08955 -0.17012 0.40229
13 H -2.44084 0.95023 1.50826
14 H 2.65475 0.72748 1.56498
15 H 3.13547 -0.24570 0.10471
16 H 2.15811 -0.87479 1.20224



(two)
The following is a DFT calculation (the ωB97M-V functional and the def2-TZVPD basis) of the ion C5H10N with charge +1.

Summary:
total charge = +1
structure (SMILES) = [NH3+][C@@H]1C[C@@H]2C[C@@H]21
HOMO-LUMO gap = 9.526 eV

Element x y z (Å)
1 N 1.42570 -1.18825 -0.16055
2 C 0.51350 -0.26640 0.65449
3 C -0.97664 -0.61968 0.62173
4 C -1.38319 0.76926 0.14294
5 C -0.61178 1.08985 -1.08825
6 C 0.38700 1.10419 0.04295
7 H 1.52924 -2.10298 0.29289
8 H 2.35086 -0.75341 -0.27581
9 H 1.01328 -1.31193 -1.09380
10 H 0.92107 -0.24772 1.66519
11 H -1.36987 -0.86983 1.60272
12 H -1.26438 -1.40764 -0.07761
13 H -2.06463 1.42182 0.64572
14 H -0.52776 0.32728 -1.85793
15 H -0.80512 2.06409 -1.51682
16 H 0.86272 1.99135 0.40212



Which structure is the most stable? The one labeled (two).



(one)
The following is a DFT calculation (the ωB97M-V functional and the def2-TZVPD basis) of a cluster of 2 separate species, C5H10N in total.

Summary:
total charge = +1
HOMO-LUMO gap = 4.472 eV

Element x y z (Å)
1 C 3.98575 0.33599 0.03677
2 C 2.69403 0.16586 0.42588
3 C -2.37949 -0.07452 0.45889
4 C -3.73356 0.12190 0.42478
5 C -0.13501 -0.22963 -0.44878
6 N -1.70003 -0.48273 -0.63967
7 H 4.79342 0.15083 0.77211
8 H 4.22698 0.69341 -0.98505
9 H -1.87764 -0.03659 1.39071
10 H 2.45645 -0.15920 1.44023
11 H 1.89014 0.26491 -0.30239
12 H -4.30211 -0.08810 -0.41594
13 H -4.21282 0.39459 1.29284
14 H 0.27360 -1.20613 -0.66830
15 H 0.03734 0.62335 -1.21864
16 H -2.01704 -0.47395 -1.56345



(two)
The following is a DFT calculation (the ωB97M-V functional and the def2-TZVPD basis) of the ion C5H10N with charge +1.

Summary:
total charge = +1
structure (SMILES) = CC([NH3+])=C1CC1
HOMO-LUMO gap = 10.609 eV

Element x y z (Å)
1 C 1.49721 -1.23921 -0.01736
2 C 0.52298 -0.13289 -0.06268
3 N 1.28812 1.21120 -0.00525
4 C -0.78628 -0.11858 0.12556
5 C -2.07669 -0.79168 -0.01809
6 C -1.97137 0.76534 -0.07701
7 H 1.95778 -0.96944 0.91905
8 H 2.19875 -1.44583 -0.80584
9 H 0.86777 -2.06670 0.20915
10 H 1.53868 1.43989 -0.99046
11 H 2.05887 1.33920 0.68483
12 H 0.46024 1.76609 0.27733
13 H -2.28931 -1.25239 -1.07258
14 H -2.73433 -1.26036 0.80055
15 H -2.15311 1.41674 -0.96190
16 H -2.21376 1.31222 0.81596



(three)
The following is a DFT calculation (the ωB97M-V functional and the def2-TZVPD basis) of the ion C5H10N with charge +1.

Summary:
total charge = +1
structure (SMILES) = C=[NH+]/C=C/CC
HOMO-LUMO gap = 9.075 eV

Element x y z (Å)
1 C -0.94358 2.83017 0.15428
2 N -0.52748 1.75779 -0.39397
3 C 0.02172 0.64663 0.27083
4 C 0.55270 -0.39619 -0.35327
5 C 1.03411 -1.67340 0.24408
6 C -0.05964 -2.73134 0.09767
7 H -0.63242 3.05682 1.16793
8 H -1.63912 3.50869 -0.31850
9 H -0.66874 1.71579 -1.40396
10 H 0.05440 0.76268 1.35008
11 H 0.48893 -0.40723 -1.44205
12 H 1.97297 -1.97861 -0.21545
13 H 1.24319 -1.49394 1.30105
14 H -0.82740 -2.70582 0.86479
15 H 0.36251 -3.74158 0.04023
16 H -0.54384 -2.68440 -0.88969



Which structure is the most stable? The one labeled (three).